(1)
The following is a DFT calculation (ωB97M-V with the def2-TZVPD basis set) of 2 unconnected molecules or ions with the total composition C5H13N3O.

electronic energy: -11912.412 eV
multiplicity: 1
energy relative to the best compared isomer or geometry (same formula, charge and spin): 50.8 kcal/mol
LUMO level: 0.02305 Ha

Each line ends with the Mulliken charge.
Positions of all 22 atoms, in Å:
C  0.14  -2.32  -1.19  -1.056
C  0.89  1.43  -1.14  -1.009
N  -0.06  -0.89  -0.99  0.350
C  1.10  -0.05  -0.98  0.715
N  -1.33  -0.37  -1.34  -0.749
O  2.23  -0.52  -0.84  -0.627
H  -2.05  -0.96  -0.93  0.266
H  -1.44  -0.42  -2.35  0.234
H  1.06  -2.65  -0.71  0.341
H  -0.71  -2.87  -0.78  0.339
H  0.22  -2.52  -2.27  0.352
H  0.93  1.91  -0.15  0.164
H  -0.06  1.71  -1.61  0.329
H  1.70  1.85  -1.74  0.359
C  -1.01  1.53  2.04  -0.967
C  -0.08  0.35  2.09  0.141
N  1.06  0.43  2.69  -0.647
H  1.54  -0.48  2.63  0.260
H  -0.41  -0.59  1.52  0.293
H  -1.75  1.44  2.84  0.352
H  -0.45  2.47  2.14  0.321
H  -1.52  1.53  1.08  0.238

=====

(2)
The following is a DFT calculation (ωB97M-V with the def2-TZVPD basis set) of C2H6N2S2 in the gas phase.

electronic energy: -26818.104 eV
multiplicity: 1
energy relative to the best compared isomer or geometry (same formula, charge and spin): 85.6 kcal/mol
LUMO level: 0.01232 Ha

Each line ends with the Mulliken charge.
Positions of all 12 atoms, in Å:
C  2.65  0.76  -0.01  -0.715
C  -1.14  -0.91  -0.16  -0.069
H  2.84  0.99  1.17  0.250
H  2.40  1.79  -0.65  0.248
H  3.65  0.34  -0.32  0.259
H  -0.86  -1.90  -0.06  0.364
H  -2.78  -1.32  0.97  0.360
H  -2.18  1.22  0.45  0.153
N  -0.31  0.09  -0.58  -0.412
N  -2.46  -0.92  -0.11  -0.246
S  1.33  -0.66  -0.39  -0.025
S  -3.15  0.52  -0.32  -0.167

=====

(3)
The following is a DFT calculation (ωB97M-V with the def2-TZVPD basis set) of a molecular structure, C37H52BrHgIN9O2SbSi3.

electronic energy: -169203.684 eV
multiplicity: 2
energy relative to the best compared isomer or geometry (same formula, charge and spin): 0.0 kcal/mol
LUMO level (spin up / spin down): -0.06695 / -0.14905 Ha
charge: +1

Each line ends with the Mulliken charge.
Positions of all 107 atoms, in Å:
Hg  1.16  -0.98  -1.08  1.132
C  5.05  -1.53  -1.00  -1.020
O  4.03  -1.32  -0.05  0.105
C  4.36  -1.22  1.26  0.117
C  5.65  -1.20  1.74  -0.416
C  5.88  -1.09  3.12  -0.830
Br  7.68  -1.06  3.75  -0.231
C  4.85  -1.01  4.02  -0.479
C  3.52  -1.04  3.56  0.491
C  3.22  -1.11  2.15  0.406
O  2.04  -1.07  1.71  -0.770
C  2.42  -1.03  4.45  0.069
N  1.15  -1.06  4.02  0.369
C  0.30  -1.09  5.11  0.549
C  -1.08  -1.14  5.21  -0.707
C  -1.62  -1.15  6.49  -0.536
C  -0.81  -1.12  7.62  -0.467
C  0.58  -1.08  7.53  -0.872
C  1.12  -1.07  6.26  0.287
N  2.43  -1.03  5.81  -0.026
H  5.65  -2.43  -0.76  0.380
H  5.72  -0.66  -1.09  0.361
H  4.55  -1.69  -1.97  0.194
H  6.51  -1.25  1.06  0.493
H  5.07  -0.93  5.09  0.414
H  1.03  -1.08  2.98  0.026
H  -1.72  -1.17  4.32  0.465
H  -2.70  -1.19  6.60  0.366
H  -1.29  -1.13  8.61  0.377
H  1.22  -1.06  8.42  0.367
H  3.26  -1.03  6.42  0.288
C  1.12  4.28  1.64  -0.838
Si  2.03  4.44  -0.03  0.318
C  3.88  4.08  0.21  -0.868
C  1.74  6.16  -0.80  -0.949
Sb  1.05  2.41  -1.41  -0.671
Si  -1.55  2.74  -1.64  0.159
C  -2.09  1.59  -3.04  -0.609
C  -1.87  4.57  -2.03  -0.984
C  -2.30  2.24  0.03  -0.778
Si  2.26  2.35  -3.74  0.493
C  4.11  2.48  -3.33  -0.881
C  1.85  0.67  -4.54  -0.722
C  1.71  3.75  -4.90  -1.001
H  1.46  5.04  2.37  0.373
H  1.30  3.28  2.08  0.191
H  0.02  4.39  1.51  0.229
H  4.34  4.82  0.91  0.379
H  4.43  4.13  -0.75  0.244
H  4.02  3.07  0.64  0.193
H  2.16  6.94  -0.14  0.356
H  0.66  6.38  -0.94  0.256
H  2.23  6.25  -1.79  0.295
H  -1.51  1.78  -3.97  0.332
H  -3.16  1.70  -3.27  0.419
H  -1.93  0.53  -2.76  -0.027
H  -1.27  4.92  -2.89  0.297
H  -1.64  5.21  -1.17  0.253
H  -2.94  4.72  -2.28  0.370
H  -1.86  1.30  0.41  0.171
H  -3.40  2.08  -0.05  0.301
H  -2.14  3.02  0.80  0.368
H  4.37  1.82  -2.48  0.161
H  4.39  3.51  -3.06  0.256
H  4.74  2.17  -4.19  0.388
H  2.14  -0.17  -3.88  0.051
H  2.38  0.55  -5.50  0.415
H  0.76  0.58  -4.73  0.189
H  2.00  4.75  -4.52  0.288
H  0.61  3.76  -5.05  0.281
H  2.18  3.61  -5.90  0.340
I  -0.13  -7.46  0.22  0.108
C  1.08  -5.92  -0.47  -0.559
C  2.20  -6.02  -1.28  -0.340
N  2.64  -4.75  -1.46  -0.041
N  1.89  -3.86  -0.82  0.074
C  0.93  -4.54  -0.21  -0.231
H  2.67  -6.88  -1.72  0.443
H  3.44  -4.45  -2.01  0.146
H  0.17  -4.04  0.39  0.421
C  -2.73  -2.05  -0.11  -0.678
C  -2.43  -2.45  -1.49  0.288
N  -1.24  -2.45  -2.06  0.208
C  -1.41  -2.90  -3.33  -0.905
C  -2.72  -3.18  -3.55  -0.271
N  -3.38  -2.91  -2.37  0.203
C  -4.78  -3.05  -2.12  -0.889
N  -5.37  -1.77  -1.83  0.671
N  -5.08  -0.67  -2.56  -0.475
N  -5.68  0.35  -2.08  -0.566
C  -6.43  -0.04  -0.99  0.291
C  -7.24  0.68  -0.13  -0.647
C  -7.83  -0.03  0.90  -0.511
C  -7.67  -1.41  1.04  -0.535
C  -6.87  -2.15  0.18  -0.989
C  -6.23  -1.43  -0.82  1.319
H  -1.77  -1.85  0.41  -0.003
H  -3.28  -2.85  0.43  0.306
H  -3.35  -1.12  -0.08  0.141
H  -0.55  -3.00  -4.00  0.511
H  -3.25  -3.57  -4.43  0.402
H  -4.96  -3.72  -1.26  0.398
H  -5.26  -3.49  -3.02  0.231
H  -7.41  1.76  -0.28  0.443
H  -8.46  0.51  1.62  0.359
H  -8.21  -1.92  1.83  0.384
H  -6.77  -3.23  0.28  0.354

=====

(4)
The following is a DFT calculation (ωB97M-V with the def2-TZVPD basis set) of a molecular structure, C6H7HgNaO6.

electronic energy: -27201.320 eV
multiplicity: 3
LUMO level (spin up / spin down): -0.03964 / -0.03734 Ha

Each line ends with the Mulliken charge.
Positions of all 21 atoms, in Å:
Hg  0.49  1.28  1.22  0.857
O  -0.47  -0.58  1.92  -0.485
O  -2.20  -0.89  0.55  -0.297
C  -2.80  0.42  0.82  -0.599
C  -2.32  1.41  -0.24  -0.419
O  -1.01  1.65  0.05  -0.848
C  -1.04  -1.20  1.04  0.396
H  -3.88  0.24  0.71  0.356
H  -2.51  0.80  1.80  0.329
H  -2.96  2.31  -0.19  0.337
H  -2.76  1.01  -1.18  0.318
Na  0.39  2.55  -1.29  1.017
O  1.90  1.47  -0.14  -0.914
O  2.33  -0.34  -0.48  -0.229
C  2.56  -1.64  -0.72  -0.153
C  1.47  -2.44  -0.31  -0.765
O  3.88  0.82  -1.35  -0.637
C  2.81  0.93  -0.79  0.707
H  3.61  -1.87  -0.90  0.375
H  0.87  -2.88  -1.11  0.340
H  1.64  -3.04  0.59  0.314

=====

no.,maximum force (eV/A)
1,1.526
2,6.146
3,1.114
4,9.611